# 1
Computed, not measured: C6H12 in the gas phase, with the ωB97M-V functional and the def2-TZVPD basis.

Properties
* relative energy (zero: lowest compared OMol25 entry of this formula, charge and spin): 359.3 kJ/mol
* electronic energy: -235.681372 hartree
* LUMO energy: 0.021 Eh

Cartesian coordinates (Å):
C 0.6233 1.9330 1.4846
C 0.4524 0.4628 1.3917
C 1.1823 -0.1170 0.2480
C 0.5689 -1.3672 -0.3847
C -0.6051 -1.0354 -1.3119
C -1.7584 -0.3209 -0.6045
H 1.3169 2.4231 0.7798
H 0.8222 2.2541 2.5127
H -0.3937 2.3101 1.2812
H -1.9648 -0.7696 0.3740
H 2.0884 -0.4170 0.8225
H 1.5398 0.5945 -0.5237
H 1.3341 -1.9100 -0.9531
H 0.2253 -2.0290 0.4201
H -0.2461 -0.4164 -2.1480
H -0.9698 -1.9698 -1.7580
H -1.5383 0.7402 -0.4324
H -2.6774 -0.3654 -1.1985

Cartesian forces (eV/Å) of the 2 atoms listed first:
C 0.052 -0.024 0.047
C 0.288 0.217 -0.243

Mulliken population analysis, charges in e, atoms 1 to 6: -0.8468, -0.2731, -0.4515, -0.6215, -0.4274, -1.0304

***

# 2
Computed, not measured: a molecular structure, C39H50ClN7O6PY, with the ωB97M-V functional and the def2-TZVPD basis.

Properties
* relative energy (zero: lowest compared OMol25 entry of this formula, charge and spin): 414.7 kJ/mol
* electronic energy: -3190.894834 hartree
* charge: -2
* LUMO energy: 0.156 Eh

Cartesian coordinates (Å):
Y -1.0067 -0.5682 0.8582
O 0.5278 -0.7996 2.7878
C 0.0154 -1.6847 3.5534
C -0.4218 -1.4498 4.8387
C -1.4295 -2.1927 5.5374
C -2.0964 -3.2908 5.1286
C -1.7348 -3.9821 3.8695
C -1.6758 -3.1508 2.4912
C -2.0337 -4.1042 1.3723
N -1.2567 -4.8782 0.7451
C -1.7352 -5.5594 -0.4468
C -3.1275 -5.2404 -0.9862
N -3.2597 -3.8348 -1.3332
C -4.3810 -3.3018 -1.0835
C -4.7745 -1.9026 -1.2655
C -6.1181 -1.6790 -1.5818
C -6.6425 -0.4157 -1.7695
C -5.7867 0.6766 -1.5857
C -4.4723 0.4984 -1.2278
C -3.8983 -0.7938 -1.0419
O -2.6760 -0.9211 -0.6858
H -0.2050 -0.4512 5.2047
H -1.7341 -1.7643 6.4910
H -2.8820 -3.7117 5.7461
H -2.2357 -4.9513 3.7774
H -3.0837 -3.9623 1.1068
H -1.6573 -6.6401 -0.2774
H -1.0156 -5.3222 -1.2386
H -3.9089 -5.5622 -0.2788
H -3.2494 -5.8420 -1.8964
H -5.1966 -3.9314 -0.6777
H -6.7635 -2.5481 -1.6889
H -7.6855 -0.2763 -2.0262
H -6.1670 1.6870 -1.7026
H -3.8287 1.3479 -1.0356
O 1.6496 -2.6492 -2.7702
C 0.8484 -2.3158 -1.7151
O -0.1397 -1.6612 -1.8618
C 1.3247 -2.9046 -0.4260
C 2.4230 -3.7438 -0.3757
C 2.7242 -4.3480 0.8407
C 1.9008 -4.1288 1.9217
C 0.8121 -3.2708 1.7736
N 0.5607 -2.6379 0.6307
C -0.1753 -3.0633 2.8711
O -0.2791 -4.1691 3.7696
O -2.2916 -1.9810 2.2399
H 1.2384 -2.2099 -3.5279
H 3.0088 -3.9242 -1.2643
H 3.5816 -5.0057 0.9241
H 2.0492 -4.6175 2.8744
Cl -2.4097 2.6768 0.8800
C -2.0522 1.2478 2.0469
H -3.0452 1.0069 2.4361
H -1.4984 1.7264 2.8597
N 0.7520 0.4445 -0.0625
P 1.3045 1.7753 -0.5242
N 0.2659 2.7238 -1.4496
C 0.4996 4.1051 -1.8310
C 0.3511 4.2773 -3.3393
C -1.1006 3.9837 -3.7598
C -1.7761 3.0325 -2.7606
C -0.7847 2.0265 -2.1994
N 1.8913 2.9231 0.5947
C 0.8848 3.6100 1.4052
C 1.5214 4.7884 2.1307
C 2.6659 4.3127 3.0213
C 3.6507 3.4747 2.2101
C 2.9246 2.3576 1.4713
N 2.7597 1.5740 -1.4084
C 3.5939 2.6413 -1.9077
C 5.0768 2.3304 -1.6230
C 5.3179 0.8143 -1.6123
C 4.3693 0.1453 -2.5988
C 2.9236 0.3151 -2.1149
H 1.4872 4.4117 -1.4918
H -0.2174 4.7760 -1.3292
H 1.0369 3.5778 -3.8266
H 0.6508 5.2855 -3.6414
H -1.1138 3.5457 -4.7623
H -1.6679 4.9175 -3.8202
H -2.6042 2.4968 -3.2285
H -2.1999 3.5920 -1.9231
H -0.3599 1.4324 -3.0242
H -1.2945 1.3218 -1.5458
H 0.4481 2.9168 2.1392
H 0.0631 3.9350 0.7742
H 0.7611 5.3073 2.7215
H 1.9035 5.4964 1.3853
H 2.2511 3.6887 3.8206
H 3.1710 5.1572 3.5012
H 4.4178 3.0444 2.8614
H 4.1594 4.1122 1.4766
H 2.4673 1.6584 2.1868
H 3.6211 1.7798 0.8641
H 3.3183 3.5688 -1.4108
H 3.4443 2.7950 -2.9909
H 5.3605 2.7577 -0.6575
H 5.7040 2.8096 -2.3834
H 5.1186 0.4163 -0.6139
H 6.3621 0.5884 -1.8460
H 4.5856 -0.9197 -2.7111
H 4.5034 0.6016 -3.5865
H 2.6641 -0.4778 -1.4137
H 2.2336 0.2268 -2.9715

Cartesian forces (eV/Å) of the 2 atoms listed first:
Y -0.232 -0.574 -0.073
O -0.259 -0.066 -0.298

Mulliken population analysis, charges in e, atoms 1 to 6: -0.4581, -0.6623, 0.8726, -1.3943, -0.0233, -1.3911

***

# 3
Computed, not measured: ClH2OPS in the gas phase in a non-equilibrium geometry, with the ωB97M-V functional and the def2-TZVPD basis.

Properties
* relative energy (zero: lowest compared OMol25 entry of this formula, charge and spin): 81.5 kJ/mol
* structure (SMILES): OP(S)Cl
* electronic energy: -1276.198890 hartree
* LUMO energy: -0.002 Eh

Cartesian coordinates (Å):
O -0.5073 -1.2723 0.6368
P 0.1697 -0.5092 -0.6272
S -0.4770 1.6269 0.1740
Cl 2.0782 -0.7009 0.0095
H -1.4027 -1.0925 0.6624
H 0.1390 1.9481 -0.8555

Cartesian forces (eV/Å) of the 2 atoms listed first:
O 2.889 -1.074 -0.315
P -0.838 1.699 1.171

From a Mulliken analysis of the wavefunction, the atomic charges in e read: -0.4235, 0.4159, -0.3058, -0.1427, 0.3208, 0.1352